C41H62BN6PS3W as an isolated structure in a non-equilibrium geometry. Source: the OMol25 dataset; level of theory: ωB97M-V/def2-TZVPD.

Each line ends with the Mulliken charge.
Positions of all 115 atoms, in Å:
W  -0.327  -0.097  -0.158  -0.059
C  4.445  2.057  -0.585  -1.929
C  4.048  0.618  -0.774  0.280
C  4.901  -0.323  -1.297  -0.588
C  4.490  -1.657  -1.507  -0.226
N  3.287  -2.051  -1.109  -0.306
N  2.466  -1.150  -0.585  0.304
B  1.099  -1.856  -0.136  -0.167
N  1.364  -2.540  1.251  0.483
N  2.201  -3.531  1.271  -0.109
C  2.514  -4.088  2.465  -0.413
C  1.909  -3.631  3.647  -0.716
C  1.076  -2.533  3.645  0.457
C  0.470  -1.968  4.893  -1.857
C  0.837  -1.975  2.367  1.390
S  -0.026  -0.500  2.212  -0.315
C  3.523  -5.206  2.471  2.316
C  4.327  -5.229  1.170  -1.066
C  4.466  -5.037  3.680  -1.924
C  2.722  -6.523  2.618  -1.547
N  0.649  -2.836  -1.256  1.057
N  0.643  -4.140  -1.017  -0.437
C  0.341  -4.943  -2.027  -0.512
C  0.097  -4.413  -3.313  -0.649
C  0.044  -3.058  -3.537  0.153
C  -0.282  -2.450  -4.872  -1.897
C  0.294  -2.271  -2.409  1.475
S  0.140  -0.505  -2.443  -0.593
C  0.325  -6.439  -1.746  2.135
C  -0.544  -7.175  -2.776  -1.978
C  1.783  -6.923  -1.846  -1.380
C  -0.218  -6.714  -0.340  -1.466
C  2.762  0.149  -0.452  1.152
S  1.540  1.292  0.132  -0.264
C  5.393  -2.673  -2.174  2.373
C  5.872  -2.080  -3.513  -1.743
C  4.651  -3.986  -2.418  -1.677
C  6.604  -2.906  -1.248  -1.421
H  5.497  2.193  -0.827  0.413
H  4.292  2.380  0.446  0.439
H  3.866  2.715  -1.237  0.449
H  5.907  -0.032  -1.570  0.514
H  2.145  -4.121  4.583  0.506
H  0.885  -2.457  5.771  0.439
H  -0.612  -2.123  4.898  0.362
H  0.654  -0.895  4.982  0.433
H  4.982  -4.357  1.095  0.300
H  3.693  -5.258  0.285  -0.689
H  4.955  -6.120  1.170  0.546
H  4.890  -4.031  3.737  0.403
H  5.292  -5.736  3.557  0.473
H  3.993  -5.274  4.633  0.440
H  2.137  -6.738  1.723  0.251
H  2.053  -6.509  3.482  0.410
H  3.434  -7.336  2.767  0.497
H  -0.088  -5.090  -4.136  0.510
H  -0.442  -3.223  -5.620  0.471
H  0.531  -1.806  -5.215  0.403
H  -1.187  -1.843  -4.814  0.387
H  -0.085  -7.215  -3.765  0.395
H  -1.542  -6.738  -2.869  0.445
H  -0.669  -8.207  -2.449  0.445
H  2.215  -6.698  -2.824  0.400
H  1.810  -8.005  -1.713  0.503
H  2.409  -6.465  -1.076  0.053
H  -1.290  -6.504  -0.284  0.312
H  0.295  -6.133  0.427  0.044
H  -0.084  -7.771  -0.110  0.525
H  5.034  -1.830  -4.168  0.369
H  6.481  -2.827  -4.022  0.468
H  6.494  -1.193  -3.393  0.399
H  3.839  -3.851  -3.139  0.323
H  4.231  -4.408  -1.502  0.017
H  5.353  -4.708  -2.836  0.588
H  7.211  -2.007  -1.130  0.394
H  7.241  -3.674  -1.686  0.505
H  6.295  -3.250  -0.258  0.199
C  -4.851  1.525  1.799  -1.577
C  -3.394  1.024  1.831  2.007
C  -3.416  -0.273  2.649  -1.590
C  -2.490  2.099  2.445  -1.539
P  -2.767  0.600  0.109  0.627
C  -3.476  -0.964  -0.385  0.226
C  -2.579  -2.028  -0.305  1.194
C  -2.935  -3.339  -0.566  -1.457
C  -4.257  -3.581  -0.923  -0.728
C  -5.173  -2.534  -1.024  -1.022
C  -4.791  -1.224  -0.760  -0.728
C  -2.933  1.922  -1.213  1.839
C  -3.145  1.247  -2.574  -1.548
C  -4.097  2.886  -0.960  -1.797
C  -1.610  2.704  -1.193  -1.373
H  -5.205  1.543  2.833  0.540
H  -5.517  0.852  1.255  0.300
H  -4.950  2.530  1.409  0.362
H  -3.671  -0.012  3.678  0.596
H  -2.465  -0.811  2.680  0.254
H  -4.172  -0.968  2.284  0.364
H  -2.778  2.252  3.487  0.545
H  -2.600  3.059  1.938  0.332
H  -1.429  1.835  2.442  0.228
H  -1.527  -1.855  -0.012  -0.547
H  -2.219  -4.149  -0.489  0.711
H  -4.579  -4.595  -1.125  0.492
H  -6.197  -2.745  -1.307  0.505
H  -5.518  -0.425  -0.845  0.556
H  -4.176  0.915  -2.690  0.372
H  -2.494  0.391  -2.763  0.201
H  -2.950  1.992  -3.348  0.560
H  -5.051  2.381  -0.820  0.413
H  -4.189  3.504  -1.857  0.561
H  -3.916  3.556  -0.121  0.332
H  -0.765  2.106  -1.564  0.237
H  -1.365  3.107  -0.207  0.276
H  -1.679  3.552  -1.879  0.600

E_tot (hartree): -3554.514772
Energy relative to the best compared isomer or geometry (same formula, charge and spin) (kcal/mol): 27.4
Spin multiplicity: 3
Maximum force (hartree/bohr): 0.0411
Total charge: +4